1.
{"formula": "C16H17N3O3", "method": "ωB97M-V with the def2-TZVPD basis set", "homo_ha": -0.3062, "max_force_ha_per_bohr": 0.0328, "homo_lumo_gap_ha": 0.3183, "lumo_ev": 0.33, "relative_energy_kj_mol": 253.1, "smiles": "Cc1ccc(OCC(=O)O/N=C(\\N)c2ccncc2)cc1C", "symbols": ["C", "C", "C", "C", "C", "O", "C", "C", "O", "O", "N", "C", "N", "C", "C", "C", "N", "C", "C", "C", "C", "C", "H", "H", "H", "H", "H", "H", "H", "H", "H", "H", "H", "H", "H", "H", "H", "H", "H"], "positions_angstrom": [[-3.033907, -2.552812, -1.666287], [-2.531098, -1.482543, -0.745504], [-2.815299, -0.149867, -0.993191], [-2.360087, 0.864778, -0.166379], [-1.594659, 0.541979, 0.943541], [-1.058621, 1.436658, 1.825094], [-1.309591, 2.802369, 1.646503], [-0.918387, 3.466847, 0.326374], [-1.538028, 4.406570, -0.101713], [0.159448, 3.075401, -0.352825], [0.897409, 1.963669, 0.128958], [1.948015, 1.716725, -0.560873], [2.402371, 2.459161, -1.596422], [2.733477, 0.541172, -0.144131], [4.121065, 0.515973, -0.259777], [4.791911, -0.630444, 0.137705], [4.185592, -1.702344, 0.615257], [2.868327, -1.673418, 0.728970], [2.092456, -0.584335, 0.366725], [-1.318950, -0.798097, 1.211901], [-1.770855, -1.809143, 0.383667], [-1.439002, -3.236579, 0.695712], [-3.594945, -2.118352, -2.489622], [-2.205222, -3.128821, -2.077479], [-3.684654, -3.244957, -1.132435], [-3.408682, 0.113001, -1.857367], [-2.607785, 1.888283, -0.402185], [-0.725485, 3.300261, 2.429863], [-2.372321, 3.040325, 1.802102], [3.111718, 2.099370, -2.208988], [1.812499, 3.202134, -1.933574], [4.669496, 1.371489, -0.624186], [5.870049, -0.694428, 0.069260], [2.415231, -2.571583, 1.126974], [1.019834, -0.591209, 0.466950], [-0.741370, -1.026252, 2.095242], [-2.348262, -3.825000, 0.811890], [-0.861918, -3.305559, 1.613986], [-0.859779, -3.680408, -0.113727]], "forces_ev_per_a": [[0.037, 0.021, 0.071], [-0.076, 0.130, -0.111], [0.053, -0.202, 0.042], [0.137, 0.321, 0.243], [-0.056, -0.114, 0.020], [-0.278, -0.232, 0.070], [-0.046, 0.030, 0.138], [-0.505, 0.210, 0.282], [0.154, -0.272, 0.205], [1.264, -0.155, -1.105], [-0.428, -0.380, 0.905], [-0.365, 0.705, -0.271], [0.015, 0.317, -0.219], [0.232, -0.431, 0.157], [-0.243, -0.016, 0.021], [0.126, 0.231, -0.132], [0.311, -0.402, 0.148], [-0.323, 0.106, -0.005], [0.182, 0.182, -0.083], [-0.087, 0.194, 0.017], [0.028, 0.193, 0.069], [-0.025, 0.064, -0.021], [-0.037, -0.021, -0.064], [0.001, -0.104, -0.082], [-0.063, -0.115, -0.041], [-0.056, 0.012, -0.088], [-0.068, 0.080, -0.019], [-0.136, -0.011, -0.144], [0.240, -0.011, -0.123], [-0.098, -0.056, 0.025], [0.054, -0.022, -0.016], [0.063, 0.066, -0.025], [0.083, 0.093, -0.035], [-0.140, -0.039, 0.022], [-0.091, -0.038, -0.006], [0.092, -0.048, 0.116], [-0.023, -0.119, 0.014], [0.037, -0.057, 0.059], [0.036, -0.109, -0.033]], "lowdin_charge": [-0.05, -0.25, -0.03, 0.00, -0.27, -0.05, -0.09, -0.49, 0.12, 0.03, 0.15, -0.35, 0.18, -0.14, -0.01, -0.14, 0.06, -0.13, 0.02, 0.01, -0.24, -0.04, 0.07, 0.08, 0.08, 0.11, 0.11, 0.15, 0.15, 0.10, 0.11, 0.11, 0.11, 0.11, 0.09, 0.13, 0.08, 0.08, 0.08]}

=====

2.
{"formula": "C3H16N2Si3", "method": "ωB97M-V with the def2-TZVPD basis set", "homo_ha": -0.3366, "max_force_ha_per_bohr": 0.0706, "homo_lumo_gap_ha": 0.3445, "lumo_ev": 0.21, "smiles": "[SiH3]N[SiH3].CC/[SiH]=N/C", "symbols": ["Si", "N", "Si", "H", "H", "H", "H", "H", "H", "H", "C", "C", "Si", "N", "C", "H", "H", "H", "H", "H", "H", "H", "H", "H"], "positions_angstrom": [[-1.630182, -1.793954, 0.246314], [0.053933, -1.262729, 0.437417], [1.462107, -2.116199, 0.988203], [-1.765053, -3.242100, 0.258367], [-2.660253, -1.124188, 1.097100], [-2.147101, -1.184748, -0.951402], [0.103843, -0.619037, -0.382628], [1.252515, -3.502136, 0.297942], [1.121855, -2.346980, 2.385667], [2.492190, -1.160838, 0.699079], [0.195368, 1.516035, 1.952844], [-0.778352, 2.070479, 0.895067], [-0.357130, 1.717445, -0.871959], [0.776504, 0.815972, -1.532747], [1.143085, 0.439716, -2.923088], [1.127793, 2.002516, 1.852508], [-0.247134, 1.838659, 2.934281], [0.233592, 0.487402, 1.846677], [-0.929257, 3.115224, 0.946219], [-1.753290, 1.511030, 1.217357], [-1.585468, 2.074860, -1.613220], [2.230661, 0.702063, -2.981695], [1.019159, -0.641554, -2.909479], [0.640617, 0.703062, -3.888825]], "forces_ev_per_a": [[0.873, 0.835, 0.790], [-2.278, 0.063, -1.119], [-2.645, -0.982, -0.969], [-0.114, -0.423, 0.077], [0.372, -0.366, 0.638], [0.071, 0.057, -1.175], [1.057, -0.511, 0.790], [1.103, 0.873, 0.483], [0.552, -0.117, 0.604], [1.097, -0.062, -0.079], [-1.716, 3.048, 0.974], [-0.523, -2.970, 0.904], [-1.263, -0.316, -0.494], [-0.211, 0.711, -1.110], [1.027, -0.443, 0.986], [1.319, 0.172, 0.029], [0.653, -0.633, -0.592], [0.340, -1.847, 0.114], [-0.343, 1.246, 0.319], [1.150, 1.250, -1.362], [0.055, 0.363, -0.372], [-0.874, -0.468, -0.455], [0.531, -0.321, -0.184], [-0.234, 0.840, 1.203]], "lowdin_charge": [0.49, -0.45, 0.49, -0.09, -0.09, -0.09, -0.07, -0.06, -0.09, -0.08, -0.16, -0.37, 0.66, -0.28, -0.22, 0.05, 0.09, -0.01, 0.04, 0.10, -0.04, 0.07, 0.05, 0.07]}